53
Properties=species:S:1:pos:R:3:forces:R:3:lowdin_charge:R:1 method="wB97M-V/def2-TZVPD" homo_lumo_gap_ev="5.475 / 5.471" de_lowest_kcal_mol=35.0 total_energy_ev=-189763.4816 multiplicity=6 total_charge=-1
C -0.9709 5.7362 0.4699 0.001 -0.003 -0.009 -0.676
C 2.4581 -1.8724 -0.1240 0.012 0.168 -0.051 -0.264
O -0.5410 -3.5234 -0.7528 -0.073 -0.061 -0.004 0.069
S 2.1697 -0.2231 -2.9498 -0.072 0.022 -0.007 -0.057
C 1.6618 -2.8986 -0.4766 -0.202 -0.018 0.107 -0.222
Sb 2.3586 0.8004 -5.4025 -0.120 -0.048 0.014 0.232
C -0.0099 6.0997 -0.4590 -0.005 0.006 0.005 -0.135
S 0.2263 -0.5261 -2.7740 0.015 -0.011 0.131 0.290
N 0.3028 -2.5322 -0.5781 0.188 -0.063 -0.185 -0.041
N 1.7205 -0.6867 0.0917 -0.066 0.093 -0.072 -0.061
C -1.1951 2.0110 0.0395 -0.151 0.016 -0.212 -0.531
H 0.6611 3.0083 -1.6819 -0.011 -0.004 0.003 0.118
H 4.4283 -1.7397 -0.9171 0.000 0.016 -0.006 0.092
F -2.6249 -4.3646 -1.2432 -0.035 -0.021 0.012 0.158
H 2.5544 -4.7563 0.0990 -0.004 -0.003 0.004 0.090
H -2.1121 4.1371 1.3567 -0.005 -0.002 -0.003 0.112
C -3.8660 -1.9310 1.0069 0.018 -0.006 -0.010 0.031
O 0.3606 -0.1087 2.4001 -0.009 0.005 0.027 0.106
B 1.5095 0.7842 2.0389 -0.029 0.008 -0.138 -1.030
H 4.2602 -2.8491 0.4542 0.008 -0.009 -0.021 0.084
H -3.2079 -0.7702 3.3624 -0.009 -0.001 -0.003 0.077
Br -1.7703 7.0857 1.5473 -0.005 0.007 0.008 0.696
C 0.1993 3.7849 -1.0884 0.024 0.009 0.035 -0.002
N -0.5009 -0.5258 1.4650 0.024 -0.035 0.104 0.015
H -4.1260 -2.6017 0.1935 0.003 0.006 -0.005 0.087
F -1.4142 -3.4211 -2.9515 -0.029 -0.002 -0.060 0.166
O -2.4694 -2.0196 -1.3968 0.043 0.083 -0.082 0.066
C -1.6944 -0.7836 1.8534 0.126 0.077 0.089 -0.217
F 2.3881 0.6849 3.0847 0.016 0.054 0.032 0.178
F 1.0998 2.0622 1.7775 -0.045 0.048 -0.012 0.201
C 0.5718 5.1118 -1.2403 0.005 -0.001 -0.006 -0.063
N -1.9269 -1.3424 -0.3604 0.006 -0.059 0.149 -0.013
H 2.8754 -4.2647 -1.5656 0.005 -0.001 0.002 0.095
C -0.7692 3.4429 -0.1536 0.005 -0.026 0.010 -0.123
O -2.1739 1.7286 0.7133 0.042 0.010 0.109 0.074
B -1.7959 -3.3366 -1.6406 0.100 -0.035 0.124 -1.077
H 1.3271 5.3804 -1.9673 0.000 0.002 -0.004 0.107
H -1.5662 -1.1329 3.9496 -0.001 -0.005 0.000 0.099
H 0.2789 7.1362 -0.5659 0.001 0.000 -0.001 0.095
Fe -0.1407 -0.6558 -0.4320 -0.054 -0.064 -0.355 0.446
H 4.2408 -1.0930 0.7149 0.002 -0.007 0.016 0.087
H -1.9815 0.5099 3.4815 0.005 0.002 -0.002 0.104
C -2.5168 -1.3510 0.7780 -0.128 0.010 -0.159 -0.185
H -4.5935 -1.1164 1.0485 -0.005 -0.004 0.016 0.109
O 2.2835 0.2468 0.8022 0.165 -0.233 0.323 0.095
C 2.1157 -4.2859 -0.7829 0.018 -0.007 -0.022 0.004
H 1.2814 -4.8926 -1.1214 -0.004 0.007 0.000 0.082
C 3.9341 -1.8934 0.0456 0.006 -0.006 -0.035 0.002
H -3.8999 -2.4657 1.9548 0.008 -0.011 0.003 0.092
S 4.5759 1.1618 -5.3521 0.097 0.008 0.015 -0.458
C -1.3623 4.4221 0.6326 -0.022 0.005 -0.015 -0.064
O -0.4611 1.1707 -0.6293 0.148 0.053 0.148 -0.158
C -2.1524 -0.5413 3.2456 -0.004 0.031 -0.009 0.019


54
Properties=species:S:1:pos:R:3:forces:R:3:lowdin_charge:R:1 method="wB97M-V/def2-TZVPD" homo_lumo_gap_ev=7.818 de_lowest_kcal_mol=152.0 total_energy_ev=-246277.2119 multiplicity=1
H 1.1829 -3.4966 -0.0687 3.498 1.459 -0.329 -0.104
C -2.4158 1.7865 -6.0664 -0.038 -0.006 -0.149 -1.990
C 2.8887 -2.2530 -0.9400 -1.258 -4.310 2.088 -0.224
H -4.9158 1.0514 1.2485 1.822 -1.054 -1.843 0.063
O -0.4543 -0.4034 -2.4874 -1.969 -0.077 3.217 -0.228
B 2.0778 0.8965 -1.9907 -0.905 3.596 -1.041 -0.565
C -2.4931 1.1758 -1.8193 -0.770 -1.301 2.607 -0.003
C -1.5104 -0.1364 -1.5066 -3.459 1.336 2.220 -0.135
Cl -3.4297 2.7696 1.6721 0.815 1.914 1.036 0.624
H 3.3654 1.6358 -3.4412 -0.977 -0.975 -0.083 0.089
C 3.3477 0.0975 0.2294 2.779 0.121 2.226 -0.293
Cl 2.5876 1.6537 5.1562 0.038 -0.129 0.660 0.522
Cl 3.6863 2.4161 7.7403 -0.131 -0.309 -0.151 0.505
C -4.0393 0.7464 0.5273 2.758 -2.638 -3.001 -0.270
C -1.8699 -1.0038 -0.1659 -1.641 2.418 -0.655 -0.008
O 1.6094 2.2211 -1.4635 -1.342 -3.208 -1.160 -0.013
Cl -4.3933 4.9447 3.3472 0.238 -0.039 -0.161 0.505
H 3.0409 -4.1561 0.4792 -1.320 1.179 -1.933 0.076
Cl 1.5018 0.4997 7.5964 0.341 0.113 -0.157 0.506
C -3.7259 1.6230 -0.8315 2.651 -3.912 0.208 -0.115
Cl 0.4789 -4.5981 1.1253 -2.010 -1.590 1.425 0.619
C -0.9158 -5.5704 1.6586 -0.179 -0.320 0.352 -1.959
Cl -1.5912 4.1669 3.4420 -0.306 0.070 -0.246 0.514
Cl 3.6956 -0.7521 3.1546 -0.790 0.929 -2.076 0.486
Cl -2.0490 2.9495 -7.3655 -0.092 -0.285 0.330 0.518
H -3.3635 -1.2209 1.8083 0.710 1.300 -2.143 0.083
H 4.2385 -0.6937 0.1672 -1.874 1.828 0.479 0.089
C -3.0158 4.3480 2.3874 0.105 0.119 0.351 -1.970
P 1.8688 -0.6082 -0.8221 -0.294 -2.069 -0.651 0.836
Cl -2.3632 -4.5350 1.7451 0.345 -0.204 -0.062 0.517
H 3.8708 -2.3627 -1.5733 -1.591 0.642 1.957 0.102
H 0.6007 2.1063 -1.3680 2.057 0.427 0.306 0.113
H 0.0860 -2.3811 -1.5911 0.545 2.170 -0.964 0.102
Cl -0.5802 -6.2576 3.2678 -0.093 0.143 -0.346 0.520
C 2.3626 -3.4085 -0.1138 1.741 4.115 -2.888 -0.152
H 1.8493 1.2639 -4.0075 1.203 -0.586 0.868 0.067
H 3.7960 1.0917 -0.2548 -1.190 -1.775 1.436 0.118
Cl 4.1611 -0.2548 6.6884 -0.239 0.279 0.083 0.491
C 0.5470 -1.3660 -2.0103 0.347 -2.460 -1.277 -0.354
C -3.1196 -0.5914 0.8518 0.435 3.024 -3.755 -0.026
Cl -0.9912 1.6053 -5.0118 -0.277 0.017 -0.347 0.550
Cl -3.7933 2.3831 -5.1066 0.318 -0.132 -0.251 0.527
H -2.2769 1.8103 -2.8037 -0.563 -1.598 2.583 0.012
C 2.9404 0.3325 1.8044 -3.785 5.204 1.223 -0.598
H -4.3669 2.5751 -1.0995 1.532 -2.212 0.625 0.099
Cl -1.1987 -6.8906 0.4961 0.085 0.360 0.267 0.525
Cl -2.8297 0.2080 -6.7818 0.124 0.424 0.220 0.523
O 2.0822 1.2729 2.2214 5.566 -6.335 -2.974 -0.137
N 2.6341 0.8722 -3.4055 -0.409 1.177 1.027 0.081
C 2.9842 1.0787 6.7953 -0.079 0.180 -0.250 -2.003
H -1.2382 -1.9588 0.1014 -1.445 2.177 -0.548 0.056
H 0.9418 -0.4927 0.2739 0.505 0.191 -0.485 0.066
H 1.1626 -1.7011 -2.9773 -1.444 0.849 1.889 0.129
Cl -2.6490 5.5110 1.0884 -0.084 -0.236 0.244 0.507


49
Properties=species:S:1:pos:R:3:forces:R:3:lowdin_charge:R:1 method="wB97M-V/def2-TZVPD" homo_lumo_gap_ev=5.560 de_lowest_kcal_mol=39.5 total_energy_ev=-564043.2563 multiplicity=1 total_charge=-2
Br -2.4207 -3.5917 1.7317 -0.043 -0.123 -0.122 0.545
H -4.4382 0.7937 -2.8852 -0.089 -0.067 0.022 0.113
F 3.0104 -1.4559 -2.4269 -0.149 -0.141 -0.152 0.000
H -3.7103 1.5160 -5.4076 -0.042 0.022 -0.129 0.076
C -0.8596 1.9822 -2.0417 0.018 0.048 -0.025 -0.283
H -4.3399 2.9582 -4.6108 -0.081 0.035 -0.051 0.074
S 3.1989 -1.4324 2.4121 0.338 0.187 0.667 -0.229
H -1.2156 3.3124 1.5080 -0.089 -0.081 -0.063 0.080
C -3.5930 -0.1880 -0.5381 0.154 -0.055 0.114 -0.107
H -2.7656 3.0154 -5.4084 0.010 0.021 -0.096 0.068
H 0.5422 3.0652 -0.8387 0.101 -0.033 -0.035 0.048
Se 1.1508 -6.3414 2.6922 0.455 0.082 -0.329 -0.171
H -4.6048 -0.3695 -0.8902 -0.071 -0.031 -0.051 0.074
C -2.7710 1.9604 -3.5422 -0.013 -0.018 0.052 -0.284
Pb 2.2844 -3.0283 0.4569 -0.839 0.222 -0.363 0.585
H -3.0738 -1.1409 -0.4255 -0.091 -0.102 0.080 0.052
H 0.8345 3.1652 -2.5799 0.006 0.040 -0.062 0.073
C -3.4330 2.3904 -4.8194 0.017 -0.035 0.101 -0.062
C -1.5337 1.1255 -1.1724 0.400 0.087 0.232 -0.429
C 3.3760 -1.4360 -1.1127 0.029 0.029 0.231 -0.670
S 1.8647 3.6605 3.3295 -0.585 0.154 -0.120 0.916
C 0.7493 4.9403 3.6343 0.385 -0.072 0.153 -0.449
H -3.6356 0.2691 0.4520 -0.096 -0.083 0.071 0.065
C -3.4335 1.1247 -2.6530 0.151 0.095 -0.084 -0.026
C -2.8381 0.6998 -1.4768 0.142 0.078 0.166 -0.312
H -0.0765 -3.6392 2.5946 -0.132 0.001 0.009 -0.090
C -0.3959 3.6164 2.1396 -0.081 -0.340 -0.283 -0.266
C -1.0373 -3.4234 3.0555 0.067 -0.126 0.116 -1.095
C 0.7537 2.8976 2.2447 0.455 -0.139 0.108 -0.949
F 3.0648 -0.1237 -0.7267 0.040 -0.295 -0.180 -0.173
Se 4.5268 -4.6716 0.6463 0.185 -0.429 -0.326 -0.005
H 1.2316 1.6846 -1.7021 0.081 0.067 0.051 0.051
F 4.7366 -1.4401 -1.1424 0.178 -0.027 0.018 -0.010
S 5.1877 -1.8906 2.3748 0.305 0.004 0.117 -0.178
H -1.2307 5.4679 2.9869 -0.099 0.110 0.040 0.093
Br -1.0044 -1.6361 3.7792 0.114 0.035 0.128 0.534
H 1.0172 5.7168 4.3223 0.002 0.240 0.139 0.047
C -1.4949 2.3791 -3.2144 -0.197 -0.005 -0.020 -0.024
H -1.2452 -4.1299 3.8581 0.047 0.213 -0.186 -0.005
Sb 2.5164 -6.6664 0.6982 -0.829 -0.433 -0.568 -0.267
Se 1.3592 -5.7231 -1.2798 0.494 -0.207 0.299 -0.265
S 5.5744 -3.4072 3.6658 0.000 0.037 -0.273 -0.064
H -0.9721 3.0489 -3.8853 0.083 0.024 -0.061 0.108
Se 3.7498 -8.7344 0.4587 -0.104 0.396 0.084 -0.265
Se -0.8267 0.4012 0.5259 -0.731 -0.180 -0.460 0.555
C -0.4020 4.7813 2.9392 0.040 0.214 0.144 -0.217
Te 1.4066 1.1270 1.2905 -0.085 0.408 0.135 0.994
C 0.5172 2.5045 -1.7757 0.009 -0.076 0.057 -0.092
S 4.6988 -5.1343 2.7592 0.139 0.247 0.703 -0.165


37
Properties=species:S:1:pos:R:3:forces:R:3:lowdin_charge:R:1 method="wB97M-V/def2-TZVPD" homo_lumo_gap_ev=8.664 smiles="O=C(O)CNC(=S)N(Cc1ccccc1)Cc1cccs1" total_energy_ev=-44560.9689 multiplicity=1
H -1.7507 1.9741 -1.9568 -0.052 -0.058 0.066 0.120
N -2.2266 -0.5574 1.5410 0.297 -0.392 -0.225 0.006
H -1.6657 2.7373 -0.3499 0.051 -0.194 -0.273 0.056
H -2.4441 0.3301 3.3945 -0.029 -0.318 -0.032 0.055
C -2.4584 -0.6788 2.9561 -0.171 -0.012 0.210 -0.142
C -1.2662 1.9328 -0.9769 -0.068 0.354 0.022 -0.205
C 0.6106 -1.0556 -2.5321 -0.117 -0.135 0.143 -0.075
O -0.4590 -2.0080 3.0123 0.116 -0.054 -0.020 0.104
O -1.6039 -1.6992 4.9063 -0.277 0.094 0.518 0.124
H -0.8999 -2.2371 5.3030 -0.006 0.062 -0.319 0.136
C 0.0293 -0.9221 -1.2779 0.076 -0.189 -0.170 -0.214
S 0.9335 2.2539 -2.6973 0.073 0.142 0.638 1.029
H -3.4407 -1.1194 3.1587 0.113 0.045 0.065 0.140
C 0.8047 -1.1587 -0.1493 -0.022 -0.089 -0.071 -0.037
H -1.7890 -1.3754 1.1381 -0.053 0.110 -0.012 0.115
H -1.7960 -0.2556 -2.1624 -0.016 -0.096 0.113 0.128
C 2.4695 2.2187 -0.6544 0.139 0.015 -0.102 -0.179
H 3.3463 2.2386 -0.0326 0.182 0.004 0.080 0.102
H 0.0192 -0.8717 -3.4180 -0.066 0.054 -0.084 0.109
N -1.6098 0.6756 -0.3352 -0.164 -0.242 0.089 -0.107
H 2.3791 -1.5035 -3.6424 0.050 0.000 -0.086 0.104
S -2.1740 2.0483 1.8432 -0.012 0.716 0.459 0.705
C 2.7103 -1.6322 -1.5307 0.055 -0.038 -0.075 -0.087
C -1.3912 -1.5272 3.6032 0.152 -0.075 -0.331 -0.508
C -1.9604 0.6505 0.9678 -0.321 0.137 -0.055 -0.773
C 0.2108 2.0903 -1.1309 0.263 0.276 -0.416 -0.516
C 2.5048 2.3171 -2.0059 -0.221 0.014 -0.350 -0.408
C -1.4196 -0.5016 -1.1635 0.053 -0.219 0.005 -0.091
H 2.7264 -1.6840 0.6099 0.064 -0.017 0.089 0.107
H 0.3850 -1.0654 0.8405 -0.062 0.045 0.147 0.093
H 3.7518 -1.9001 -1.6274 0.091 -0.021 -0.010 0.101
C 1.9417 -1.4099 -2.6595 0.087 -0.079 -0.047 -0.086
H -2.0329 -1.3246 -0.7859 -0.017 0.117 -0.086 0.129
H 0.9174 2.0078 0.8925 -0.115 -0.055 0.212 0.108
C 1.1555 2.0913 -0.1527 -0.266 0.127 -0.107 -0.131
C 2.1369 -1.5085 -0.2772 -0.040 -0.053 0.097 -0.071
H 3.3552 2.4296 -2.6482 0.232 0.027 -0.080 0.059


37
Properties=species:S:1:pos:R:3:forces:R:3:lowdin_charge:R:1 method="wB97M-V/def2-TZVPD" homo_lumo_gap_ev=7.041 smiles="Cc1ccc(S(=O)(=O)N=C=O)cc1.Cc1ccc(N)cc1" de_lowest_kcal_mol=58.7 total_energy_ev=-35771.6419 multiplicity=1
N -1.4920 -0.5674 -0.9386 1.737 0.098 -0.242 0.067
N 0.4138 -0.2683 1.0089 1.656 1.212 1.317 0.023
C 7.1049 0.4718 -0.0031 0.130 0.031 -0.132 -0.047
H -5.4695 1.5788 -1.3825 0.173 -0.311 -0.024 0.115
C 4.0560 -0.0036 2.2292 -0.001 -0.179 0.002 -0.040
H -0.9528 -1.4230 -1.0002 -0.253 0.354 -0.194 0.105
C 4.7200 1.3040 -0.1459 -0.037 -0.081 0.252 -0.024
H 7.2008 1.0359 -0.9336 0.039 -0.074 0.096 0.076
H -2.9591 1.5757 -1.2750 -0.234 -0.102 0.080 0.107
C 5.7013 0.5647 0.5272 -0.321 0.056 0.138 -0.261
H -7.4923 -0.0484 -2.2957 0.026 -0.174 0.236 0.079
H 7.3903 -0.5668 -0.2057 -0.100 0.146 0.052 0.088
H 6.1165 -0.6535 2.2458 -0.241 0.098 -0.030 0.121
H 3.7968 -0.5199 3.1521 -0.005 0.158 -0.218 0.118
O 0.8966 2.1762 1.8534 0.452 -0.888 0.144 -0.287
C -5.6148 -0.5814 -1.3797 0.226 -0.061 0.055 -0.302
C -3.5224 -1.7964 -1.2944 0.490 0.702 0.063 -0.037
O -1.6944 -1.0424 1.8883 2.330 0.656 -0.941 0.166
O 1.3509 0.3091 3.4803 0.079 0.296 -0.854 -0.286
H -2.9408 -2.7183 -1.2880 -0.242 0.094 0.076 0.106
H -0.9494 0.2899 -0.9854 -0.344 -0.461 -0.112 0.100
C 3.0921 0.7340 1.5373 -0.118 -0.182 -0.269 -0.290
H 7.8319 0.8734 0.7127 -0.173 -0.055 -0.083 0.089
C -4.9153 0.6360 -1.3575 0.076 -0.487 -0.040 -0.057
C -3.5320 0.6482 -1.2855 0.371 -0.601 0.038 -0.033
C -2.8175 -0.5712 -1.2027 -1.899 -0.126 -0.200 -0.333
C 3.4229 1.3971 0.3570 -0.057 -0.023 -0.189 -0.050
C -7.1137 -0.5676 -1.4021 -0.359 0.024 -0.031 -0.076
C -0.6641 -0.6652 1.4395 -1.992 -0.337 1.573 -0.414
H 4.9842 1.8160 -1.0703 -0.127 -0.090 0.200 0.117
C 5.3532 -0.0832 1.7175 -0.340 0.170 -0.002 -0.027
H -7.5156 -0.0440 -0.5205 0.055 -0.186 -0.254 0.081
H 2.6646 1.9698 -0.1759 0.186 -0.110 0.163 0.120
S 1.4159 0.8685 2.1561 -1.169 -0.766 -0.602 0.759
C -4.9062 -1.7954 -1.3650 -0.188 0.605 -0.039 -0.055
H -7.5030 -1.5927 -1.4034 -0.035 0.261 -0.008 0.071
H -5.4577 -2.7404 -1.3946 0.206 0.334 -0.022 0.110


38
Properties=species:S:1:pos:R:3:forces:R:3:lowdin_charge:R:1 method="wB97M-V/def2-TZVPD" homo_lumo_gap_ev=8.206 smiles="Cn1ccc2c3c(ccc21)C(N1CCOCC1)=CS(=O)(=O)O3" de_lowest_kcal_mol=134.3 total_energy_ev=-37815.5502 multiplicity=1
H -1.4334 -3.0270 1.0249 -0.284 0.152 0.562 0.085
H 0.9922 4.3286 1.6645 0.095 0.087 -0.588 0.117
C -1.0937 -2.3139 0.3005 0.968 1.479 -1.488 0.021
C -0.8730 -2.8034 -1.0369 0.138 3.253 0.970 -0.183
H 0.9201 3.2225 -0.6434 -0.389 -0.569 -0.095 0.113
C 2.3393 2.5449 3.0220 -1.342 0.298 -1.759 -0.142
H -0.1180 -1.8659 -4.2119 0.190 -0.368 -0.817 0.091
C -0.4215 2.7273 2.0668 1.058 -1.230 -0.523 -0.126
H -1.0296 -0.6815 1.6336 0.486 0.562 -0.354 0.109
H -1.9367 -6.0826 -1.8025 0.616 2.330 0.749 0.122
C 0.2198 1.2771 0.1021 0.847 1.910 -0.844 -0.203
H -2.8823 -4.8043 -0.9181 0.267 -0.332 -0.013 0.088
O 1.2796 3.4295 3.4776 1.685 -0.076 0.660 -0.156
H 2.8233 2.1327 3.8967 -0.005 0.086 0.237 0.109
C -0.3946 -1.8526 -2.0217 -0.663 -0.189 0.091 -0.110
H 2.4671 0.9992 1.5123 -0.132 -0.325 -0.086 0.116
C -0.7847 -0.9307 0.6011 -0.827 -3.767 -0.188 -0.008
O 0.4430 0.1636 -2.6474 1.538 3.498 -1.843 -0.111
H 1.3488 0.5109 2.8963 1.244 0.963 -0.482 0.131
C -1.8468 -5.1244 -1.1314 -0.894 -2.327 1.620 -0.055
C -0.2334 -0.0592 -0.3582 -0.603 0.197 1.389 -0.109
C 0.4422 2.2497 -0.8250 0.747 -1.792 -0.307 -0.056
H -1.4390 -5.5478 -0.1148 -0.343 1.136 -1.919 0.118
H -0.8509 2.2452 2.9400 -0.301 0.416 0.449 0.122
H 3.1407 3.0697 2.3882 -1.291 -0.344 0.760 0.136
C -0.3175 -2.4441 -3.3449 -2.418 -3.979 4.469 0.058
C -0.1744 -0.5000 -1.6791 0.523 -2.102 1.963 -0.238
C 0.4088 3.9059 2.4708 0.089 -0.492 0.605 -0.202
C -0.8364 -3.7989 -3.0237 1.165 3.296 -1.241 -0.011
O -0.7946 2.3368 -3.1300 0.809 -1.493 0.120 -0.285
N 0.4509 1.6650 1.4676 -0.751 0.507 -0.695 -0.117
H -1.2123 3.0323 1.4141 -0.417 -0.175 -0.725 0.120
S 0.4529 1.8470 -2.5699 -0.244 4.279 0.090 0.765
N -1.1599 -3.9697 -1.6490 1.347 -0.327 -3.157 -0.122
O 1.6396 2.6013 -3.0649 -1.767 -3.272 0.630 -0.303
C 1.7021 1.3502 2.2004 -1.228 -0.772 1.024 -0.114
H -1.0221 -4.5374 -3.7900 -0.087 -0.388 0.499 0.100
H -0.2155 4.7039 2.8832 0.173 -0.129 0.239 0.129


- Look up the multiplicity of the second one.
  1


- Which of these has the highest multiplicity?
  C15H16B2BrF4FeN4O6S3Sb